[1]
# C3H3NO2

One molecule with the formula C3H3NO2 (ωB97M-V/def2-TZVPD, OMol25).

```
! wB97M-V def2-TZVPD RIJCOSX def2/J DEFGRID3
* xyz 0 1
N 0.1758 1.3713 -0.7293
C 0.8564 0.2422 1.0611
O 1.0066 1.3804 0.3778
C -0.0838 -0.5373 0.4848
H -1.2200 -1.1380 -1.6288
H -0.5049 -1.4770 0.8111
O -1.2853 -0.1749 -1.6327
H 1.5026 0.1069 1.9156
C -0.4474 0.2266 -0.6595
*
```

For the largest force on an atom, the calculation gives 0.5 eV/A. The value obtained for the HOMO energy is -10.0143 eV. The total energy is -8742.7790 eV.

Results of the natural (NBO) charge analysis, in e, for atoms 1 through 8: -0.167 0.161 -0.275 -0.434 0.484 0.238 -0.643 0.213


[2]
# C7H5FN2O5

C7H5FN2O5 as an isolated structure (ωB97M-V/def2-TZVPD, OMol25).

```
! wB97M-V def2-TZVPD RIJCOSX def2/J DEFGRID3
* xyz 0 1
N 0.2070 -2.0145 0.1920
H 2.5020 0.8919 -1.3450
H 0.5155 0.9215 2.5600
C -0.1952 -0.7947 -0.5909
H 2.5630 1.0566 1.4267
C -0.6079 0.4365 0.9230
C 1.7659 0.8412 0.8212
C -1.6269 -0.7545 -1.1802
O -2.5242 1.3979 0.2485
C 1.8260 0.5409 -0.6367
H -2.4025 -1.2163 -0.5742
N -1.3181 1.4928 0.2205
F -1.4739 -0.2510 1.6773
C 0.6467 0.7572 1.5504
H 0.9159 -0.2243 -2.3326
O -0.5906 2.2881 -0.3265
O -1.8007 -0.2064 -2.2336
O -0.6820 -2.8398 0.3990
O 1.3925 -2.1806 0.4814
C 0.8874 -0.1423 -1.2804
*
```

For the largest force on an atom, the calculation gives 4.5 eV/A. The value obtained for the HOMO energy is -9.8501 eV. The total energy is -23265.8255 eV.

Results of the natural (NBO) charge analysis, in e, for atoms 1 through 8: 0.502 0.232 0.236 -0.037 0.224 0.497 -0.108 0.397


[3]
# H5PSi

One molecule with the formula H5PSi (ωB97M-V/def2-TZVPD, OMol25).

```
! wB97M-V def2-TZVPD RIJCOSX def2/J DEFGRID3
* xyz 0 1
H -1.4960 0.1687 -1.1676
Si 0.8155 -0.2014 0.2427
P -1.5088 -0.0242 0.2595
H -1.7323 1.2644 0.2664
H 1.0077 -1.5459 -0.0912
H 1.6107 0.0052 1.5543
H 1.3033 0.3332 -1.0640
*
```

For the largest force on an atom, the calculation gives 3.1 eV/A. The value obtained for the HOMO energy is -9.5860 eV. The total energy is -17245.8458 eV.

Atom-resolved charges from natural (NBO), all expressed in e: 0.015 0.546 -0.122 -0.017 -0.169 -0.116 -0.138


[4]
# C15H49Fe2O20P

C15H49Fe2O20P as an isolated structure (ωB97M-V/def2-TZVPD, OMol25).

```
! wB97M-V def2-TZVPD RIJCOSX def2/J DEFGRID3
* xyz 0 9
H 13.1897 -10.3406 11.7472
O 16.2018 -10.3587 12.2429
C 16.8175 -5.5215 12.2258
H 11.5474 -10.5555 13.8310
C 12.2307 -4.2650 7.8962
H 14.2781 -7.5876 15.7023
H 14.5032 -8.0181 12.8971
O 16.0263 -4.3934 10.2095
C 17.0332 -4.3478 11.3008
H 11.1319 -10.4407 11.4058
O 13.7564 -6.5978 10.1156
H 9.0119 -7.5607 10.1190
O 13.4580 -10.9374 6.6718
H 16.1072 -7.2905 12.1239
H 13.2699 -7.4133 7.1580
O 15.9832 -8.5146 4.7129
C 11.5638 -11.4391 11.5615
H 15.6055 -3.5336 10.1248
H 17.7306 -5.6682 12.8074
C 10.9625 -12.0806 12.7832
H 16.1023 -10.7717 6.6570
O 16.5871 -6.7289 11.4802
C 12.8860 -4.2127 12.5180
O 13.0084 -8.8913 9.0748
C 10.0883 -7.7581 10.0493
O 13.7644 -3.9945 6.1006
H 12.2375 -6.9200 14.4045
H 13.2770 -13.2457 9.1135
O 11.3536 -11.4941 13.9921
H 16.8876 -3.4171 11.8418
H 12.0273 -8.2545 15.5661
H 13.1260 -10.9395 5.7694
H 14.2706 -9.1502 14.9175
H 11.3279 -11.9963 10.6475
C 13.8473 -7.5160 5.2886
Fe 14.5673 -9.6744 8.0104
H 12.8092 -5.8994 8.8763
O 16.2670 -9.9013 7.0315
H 11.2251 -4.0276 8.2613
H 10.3887 -8.1659 11.0242
H 11.1566 -13.1544 12.7970
O 12.4552 -5.6543 7.9847
H 16.1278 -8.9290 5.6145
H 17.5287 -9.3439 10.9678
H 15.4459 -9.7826 12.0324
P 13.8607 -8.1611 10.1083
H 12.2486 -3.4534 12.9626
H 14.4839 -8.2389 3.3762
C 13.8108 -12.5354 8.4807
O 12.9966 -11.2999 11.6555
O 13.9053 -7.9510 6.6513
O 10.2700 -8.6569 8.9822
H 12.9743 -3.7111 8.4901
H 13.9261 -3.4085 5.3549
C 12.9308 -12.1200 7.3223
Fe 15.6732 -6.3911 9.6237
H 11.7553 -4.4544 5.8249
C 14.6074 -8.4806 4.4347
H 12.8904 -12.9598 6.6182
H 9.8702 -11.9893 12.6435
O 14.2902 -11.4140 9.2280
H 12.0750 -2.7927 6.3583
H 17.9652 -10.9980 11.4892
O 12.0795 -4.9920 11.6569
O 11.9584 -8.7918 13.5906
C 12.4802 -7.9677 14.6164
H 16.7150 -10.7614 10.2511
H 18.0156 -4.3736 10.8281
H 13.9950 -11.4913 10.1801
H 12.8016 -7.4417 4.9476
H 14.6929 -13.0530 8.0862
H 14.2279 -6.4916 5.2365
H 11.2265 -8.8915 8.9504
H 15.9946 -5.3312 12.9109
C 13.9861 -8.1005 14.7783
H 12.4466 -8.5708 12.7801
H 12.6650 -5.5973 11.1561
C 17.1541 -10.3514 11.1617
C 12.3907 -3.8350 6.4693
H 11.8865 -11.9142 7.5804
H 13.3584 -4.8259 13.2979
O 13.9646 -8.7395 11.4986
O 14.7169 -7.4996 13.7082
H 14.1970 -9.4987 4.5477
O 15.2677 -8.2737 9.3579
H 10.5559 -6.7800 9.8823
H 13.7081 -3.7113 11.9763
*
```

For the largest force on an atom, the calculation gives 1.9 eV/A. The value obtained for the HOMO energy (spin up / spin down) is -8.3158 / -7.5747 eV. The total energy is -135366.1806 eV. The expectation value of S² is 20.0154.

Results of the Löwdin charge analysis, in e, for atoms 1 through 8: 0.038 -0.132 -0.175 0.041 -0.249 0.121 0.015 -0.113


[5]
# C44H40ClN8O8PS4V

C44H40ClN8O8PS4V as an isolated structure (ωB97M-V/def2-TZVPD, OMol25).

```
! wB97M-V def2-TZVPD RIJCOSX def2/J DEFGRID3
* xyz 0 2
H 2.1178 -4.0610 1.7247
C 1.2921 1.7528 -2.2547
H 4.1958 1.3831 -3.9585
C 4.4416 2.8839 1.2290
H -0.5020 1.4915 5.9520
H 0.3370 2.2547 -2.3141
O 6.1062 0.5548 -3.4980
C -0.6411 4.3047 1.4327
C 3.6527 -1.8081 -0.2550
C 4.7797 -1.5561 -1.0681
C 1.2681 -2.2364 0.9976
C 0.5172 1.1222 5.8627
O 6.6780 -1.4188 -2.8808
H 3.1163 2.6936 -0.4386
S -4.0584 -7.3716 2.7699
C -0.3462 5.5183 -2.7800
H -0.1702 5.2891 1.4448
N 1.4007 -1.0982 0.3367
N -6.5642 -2.5894 -0.5194
H -0.2642 -3.1853 -4.8985
S 2.2267 0.4576 2.4012
O -5.4454 -6.9637 2.5754
C 0.7687 6.3341 -2.8919
H -5.0622 -1.5288 1.3586
C -0.7383 1.4007 1.9069
O -2.0110 2.1999 -0.3362
H -2.3590 -2.7680 2.2916
C -5.3308 -1.1611 -2.0041
C -2.4801 -5.0898 -0.1726
C -3.8845 -0.2049 0.1620
H 5.3064 2.5686 0.6644
S -2.1332 1.1869 -1.3690
C -2.5398 -3.7194 1.8093
C -3.0591 -4.7853 2.5253
H 0.3120 -2.4502 1.4495
H 2.7076 6.7930 -2.0998
C -4.8641 -1.1523 0.3664
V 0.3243 0.6764 0.3154
Cl -0.9331 -0.2765 2.0245
H -1.6973 1.9014 1.8104
C -0.7335 -0.7612 -2.0527
C -4.3500 -0.2135 -2.1997
H 1.2170 1.8309 6.3094
S 3.2712 0.4701 5.0945
C -0.4026 -2.4963 -4.0821
H 1.3408 4.0099 3.2228
C -1.5985 -1.8240 -3.8688
N -1.6691 -2.8289 -0.2605
H 1.5724 -2.7030 -3.2149
H -4.1283 0.1809 -3.1772
C -2.2469 -3.8653 0.4531
H 5.5117 3.1354 3.0708
H -1.5900 4.3595 0.9004
C 2.5608 -0.9150 -0.3262
C 4.7707 -0.5618 -2.0100
C 2.2996 -3.1668 1.1496
H -3.1965 -7.1043 0.0892
H 0.6296 0.1583 6.3651
H -5.8893 -1.5473 -2.8439
H -3.3385 0.2022 0.9996
C 1.8307 6.1668 -2.0209
H -1.8428 -1.8901 0.0695
N -0.9192 0.1062 -1.0466
H -3.2901 -4.7139 3.5744
O -1.9978 1.7105 -2.6993
H 2.6086 5.0905 -0.3540
C 1.7806 5.1929 -1.0385
C 4.5599 3.2191 2.5691
C -2.9983 -6.1509 0.5456
C 0.6636 4.3704 -0.9203
C -5.5896 -1.6656 -0.7191
C -3.6181 0.2519 -1.1194
C 2.2061 3.7015 2.6553
C 2.2213 1.8840 -3.2785
H -1.1740 5.6382 -3.4631
C 3.4455 3.6459 3.2704
C 2.5921 0.1763 -1.2258
H 1.9966 2.5169 -4.1192
P 0.4642 3.1832 0.4766
N 5.9297 -0.4632 -2.8591
O -3.5551 -7.2575 4.1219
H -0.1558 1.7673 2.7487
C 1.9994 0.6712 4.0699
C -3.2612 -5.9833 1.8836
H -6.9441 -3.0718 -1.3145
C 0.5989 -2.2300 -3.1590
N 1.4948 0.9664 -1.2049
O -3.6417 -8.5442 2.0316
N -1.7664 -0.9714 -2.8794
O 0.7628 0.9883 4.4710
C 3.2097 2.9499 0.6097
C -0.4041 4.5449 -1.7991
H -2.4704 -1.9696 -4.4938
C 3.6420 0.3142 -2.1679
C 3.4363 1.2287 -3.2117
N 0.4467 -1.3876 -2.1556
H 4.3460 -3.6273 0.6754
C 2.0744 3.3446 1.3189
H -0.8237 3.9778 2.4526
H -1.2782 3.9158 -1.7167
H 5.6500 -2.1899 -0.9747
H -2.2428 -5.1965 -1.2212
H 3.5393 3.9149 4.3119
H -1.7548 -2.9164 -1.2607
H 0.8104 7.0990 -3.6532
C 3.5232 -2.9398 0.5660
H -6.6036 -3.0728 0.3613
*
```

For the largest force on an atom, the calculation gives 3.1 eV/A. The value obtained for the HOMO energy (spin up / spin down) is -6.9947 / -6.9948 eV. The total energy is -165413.5861 eV. The expectation value of S² is 0.7905.

Results of the Löwdin charge analysis, in e, for atoms 1 through 8: 0.129 -0.097 0.114 -0.070 0.093 0.089 0.086 -0.184